(1)
DFT (wB97M-V/def2-TZVPD) results for a molecular structure, C19H36AlBr2ClNO4S at a distorted geometry.

Results
HOMO level ... -4.9 eV
HOMO-LUMO gap ... 7.09 eV
Strongest force on any atom ... 2.12 eV Å⁻¹
LUMO energy ... 2.239 eV
Total charge ... -1

Each line ends with the Löwdin charge.
Cartesian coordinates (Å):
C  -0.87402  4.08778  4.73056  -0.1083
C  0.46849  3.61930  4.15220  -0.3778
N  0.27670  2.46175  3.26038  -0.0859
Al  -0.15625  2.91020  1.47115  0.2171
C  -1.18263  1.36081  0.67838  -0.2307
C  -1.51032  1.51697  -0.81078  -0.2816
C  -1.99815  0.26120  -1.53362  -0.2250
C  -1.10838  -0.95839  -1.36479  -0.2394
C  -1.60047  -2.19148  -2.12973  -0.2030
C  -0.82993  -3.45121  -1.67852  -0.2055
C  -0.25840  -4.19874  -2.88667  -0.1789
C  0.46120  -5.46464  -2.48252  -0.1729
O  -0.48731  -6.48191  -2.10249  -0.0206
C  -0.26547  -7.70489  -2.65285  -0.5047
C  -0.20795  -8.83815  -1.65926  0.0163
O  -0.14029  -7.89341  -3.85955  0.0830
C  1.51377  3.08952  0.30344  -0.2174
C  2.82578  2.76052  1.03038  -0.3134
C  3.17122  1.26629  1.08452  -0.2325
C  2.81115  0.42643  -0.13829  -0.2681
S  3.80555  0.57469  -1.61840  0.3402
O  4.77513  -0.48020  -1.64558  -0.3633
O  2.92028  0.66283  -2.74130  -0.3520
Cl  4.84663  2.32003  -1.50750  0.4352
C  -1.12867  4.70955  1.39955  -0.6547
Br  0.05096  6.25401  1.29436  0.5968
C  -2.44667  4.90760  1.44161  -0.8455
C  -3.42541  3.77962  1.57340  -0.1584
Br  -3.26218  6.66094  1.37584  0.6029
H  -0.83799  4.14975  5.81475  0.0538
H  -1.61340  3.33217  4.48082  0.0591
H  -1.19691  5.03262  4.30463  0.0529
H  0.96203  4.45747  3.64900  0.0623
H  1.11110  3.32430  4.98298  0.0890
H  1.10810  1.88516  3.27642  0.0160
H  -0.50272  0.50581  0.78103  0.0348
H  -2.07067  1.07178  1.24315  0.0472
H  -0.66639  1.95149  -1.34469  0.0907
H  -2.32127  2.24557  -0.87943  0.0883
H  -2.02930  0.48638  -2.60454  0.1076
H  -3.01278  -0.00898  -1.24098  0.1085
H  -1.11328  -1.22796  -0.30770  0.1030
H  -0.06680  -0.74649  -1.60955  0.1131
H  -2.65988  -2.28939  -1.91323  0.1074
H  -1.41487  -2.01529  -3.18655  0.1060
H  -0.02574  -3.14486  -1.01412  0.1043
H  -1.49679  -4.10063  -1.11763  0.1100
H  -1.09367  -4.43826  -3.53784  0.1226
H  0.43835  -3.52099  -3.37243  0.1221
H  1.07066  -5.26059  -1.60471  0.1261
H  1.10737  -5.80999  -3.28359  0.1209
H  0.67168  -9.42570  -1.89498  0.0864
H  -0.18579  -8.49745  -0.63357  0.0787
H  -1.06979  -9.47717  -1.82004  0.0856
H  1.37355  2.50986  -0.60955  0.0269
H  1.58036  4.12711  -0.02033  0.0183
H  2.71441  3.07166  2.07012  0.0829
H  3.64524  3.36292  0.65114  0.0517
H  4.24090  1.17157  1.26883  0.1049
H  2.64459  0.81310  1.92070  0.1056
H  1.77474  0.54389  -0.42661  0.0732
H  2.94215  -0.61931  0.12758  0.1040
H  -2.98012  2.94760  2.09956  0.0531
H  -4.26591  4.12274  2.17303  0.0567
H  -3.80553  3.50308  0.59444  0.0743

***

(2)
DFT (wB97M-V/def2-TZVPD) results for N2 in the gas phase at a nearly force-free geometry.

Results
SMILES ... N#N
HOMO level ... -14.8 eV
Energy above the lowest of the compared OMol25 structures with the same formula, charge and spin ... 0.0 kJ/mol
HOMO-LUMO gap ... 16.86 eV
Strongest force on any atom ... 0.01 eV Å⁻¹
LUMO energy ... 2.038 eV

Each line ends with the Löwdin charge.
Cartesian coordinates (Å):
N  0.54394  -0.02739  0.00814  0.0000
N  -0.54394  0.02739  -0.00814  0.0000

***

(3)
DFT (wB97M-V/def2-TZVPD) results for a molecular structure, C20H46P4SY at a distorted geometry.

Results
HOMO level (alpha / beta) ... -16.8 / -16.7 eV
Energy above the lowest of the compared OMol25 structures with the same formula, charge and spin ... 71.1 kJ/mol
HOMO-LUMO gap (alpha / beta) ... 5.75 / 5.05 eV
Strongest force on any atom ... 3.27 eV Å⁻¹
LUMO energy (alpha / beta) ... -11.058 / -11.651 eV
Total charge ... +3

Each line ends with the Löwdin charge.
Cartesian coordinates (Å):
Y  0.96971  -0.72154  -0.65494  0.7643
P  -0.61923  -2.87333  0.25849  0.7075
P  0.70985  0.22470  2.14652  0.7123
P  0.20763  -1.35259  -3.24993  0.7191
H  4.50305  2.68506  1.65775  0.0745
C  4.37285  2.73903  0.56394  -0.1887
C  3.46943  3.56142  0.02006  -0.0921
H  2.77869  4.19533  0.59649  0.0731
C  0.45188  -4.28127  0.75772  -0.2381
C  -1.76296  -2.81910  1.69384  -0.2491
C  -1.72517  -3.68684  -0.96585  -0.2602
C  1.47071  1.85453  2.51158  -0.2457
C  -0.70528  0.24689  3.32516  -0.2384
C  1.86695  -0.91088  3.01144  -0.2695
C  0.89504  -0.03437  -4.38175  -0.2153
C  -1.46022  -1.44735  -4.02224  -0.2124
C  1.01906  -2.78445  -4.06103  -0.2316
H  5.26117  2.39109  0.02906  0.0483
H  3.45606  3.64974  -1.08510  0.0621
H  -0.16544  -5.15872  0.98712  0.0757
H  1.03083  -3.98983  1.64198  0.0427
H  1.13587  -4.50961  -0.06776  0.0496
H  -2.31897  -3.76332  1.74649  0.0732
H  -2.47658  -1.99599  1.56791  0.0420
H  -1.19682  -2.68909  2.62248  0.0458
H  -2.14613  -4.59934  -0.52126  0.0737
H  -1.16150  -3.95854  -1.86792  0.0321
H  -2.54768  -3.01546  -1.25195  0.0498
H  1.97188  1.79140  3.48848  0.0745
H  0.67319  2.60966  2.56197  0.0497
H  2.21142  2.15035  1.75375  -0.0103
H  -0.33049  0.05018  4.33811  0.0719
H  -1.44472  -0.51998  3.06029  0.0171
H  -1.17536  1.23803  3.31627  0.0459
H  1.96674  -0.58014  4.05609  0.0683
H  2.84786  -0.87097  2.51364  0.0425
H  1.47424  -1.94024  2.98411  0.0326
H  1.12495  -0.47748  -5.36440  0.0714
H  1.82159  0.40063  -3.98612  0.0383
H  0.18537  0.78181  -4.57562  0.0490
H  -1.35959  -1.83486  -5.04270  0.0835
H  -1.94482  -0.47071  -4.11064  0.0528
H  -2.10785  -2.12320  -3.46555  0.0382
H  1.10881  -2.61965  -5.14342  0.0734
H  0.40507  -3.67113  -3.88037  0.0597
H  2.01025  -2.89918  -3.60498  0.0449
C  4.46227  -0.23199  -1.92993  -0.6234
C  4.76433  -1.56635  -2.26353  -0.0686
C  5.86058  -1.81433  -3.13912  -0.0128
C  6.59762  -0.75781  -3.67275  0.0186
C  6.21506  0.57328  -3.40175  -0.0162
C  5.13894  0.83990  -2.59081  -0.0932
S  3.44029  0.36044  -0.65143  0.7055
H  0.22404  -2.31231  -1.75654  -0.0713
H  4.23738  -2.41918  -1.80252  0.1129
H  6.18180  -2.85345  -3.36720  0.1412
H  7.44823  -0.93545  -4.35608  0.1489
H  6.79684  1.43993  -3.77743  0.1467
H  4.84925  1.86239  -2.31690  0.1054
C  -1.97115  2.26671  0.59414  -0.2594
P  -1.45628  1.15517  -0.78590  0.7481
C  -3.10214  0.39342  -1.17553  -0.2497
C  -1.34974  2.42060  -2.12599  -0.2585
H  -2.40795  1.68572  1.41503  0.0409
H  -2.71359  2.99123  0.22832  0.0738
H  -1.09223  2.80736  0.96616  0.0363
H  -3.84249  1.18414  -1.34035  0.0698
H  -3.03426  -0.22525  -2.07501  0.0149
H  -3.41849  -0.22907  -0.33150  0.0411
H  -2.31397  2.93553  -2.22974  0.0691
H  -0.57140  3.14415  -1.85214  0.0559
H  -1.08962  1.94303  -3.07761  0.0160

***

(4)
DFT (wB97M-V/def2-TZVPD) results for a molecular structure, C20H31Br2F12N2O22S4Zr at a distorted geometry.

Results
HOMO level ... -11.2 eV
HOMO-LUMO gap ... 5.83 eV
Strongest force on any atom ... 4.80 eV Å⁻¹
LUMO energy ... -5.377 eV
Total charge ... +1

Each line ends with the Löwdin charge.
Cartesian coordinates (Å):
Zr  -0.77977  -0.65636  -3.14202  2.0310
C  -2.31710  -0.40472  0.77873  -0.6307
F  -2.75873  -0.02816  1.96202  0.1851
F  -1.20696  -1.08158  0.99006  0.1432
F  -3.15463  -1.20932  0.13274  0.1524
S  -1.90688  1.18743  -0.28528  0.7494
O  -3.12591  1.49300  -1.00209  -0.2813
O  -1.52543  2.17558  0.67482  -0.2334
N  -0.68860  0.50552  -1.39938  -0.3988
S  0.63622  1.21718  -0.73468  0.6127
O  0.95267  0.83941  0.61051  -0.2320
O  1.64483  0.82342  -1.66208  -0.3219
C  0.59032  3.18947  -0.97618  -0.6344
F  -0.41855  3.51236  -1.77934  0.1556
F  0.42028  3.78678  0.20528  0.1509
F  1.74022  3.53954  -1.43364  0.2229
C  1.92623  -4.15387  -1.26238  -0.6388
F  1.06966  -4.63867  -2.12871  0.1646
F  1.60297  -4.43188  -0.00238  0.1653
F  3.14343  -4.64809  -1.37998  0.1819
S  1.86504  -2.19028  -1.42456  0.7247
O  1.00842  -1.74935  -0.37459  -0.3101
O  3.20892  -1.68500  -1.28107  -0.2415
N  1.11321  -1.61209  -2.94711  -0.4480
S  2.24840  -2.19209  -4.00180  0.6507
O  2.88954  -3.45777  -3.68632  -0.2505
O  1.54386  -2.13687  -5.25289  -0.2903
C  3.65783  -0.88116  -4.15056  -0.6513
F  3.97784  -0.81486  -5.42365  0.1754
F  3.14211  0.26216  -3.76114  0.1532
F  4.78143  -1.20694  -3.50604  0.1591
C  -0.10870  2.67693  -5.57369  0.0632
C  -0.37809  1.54863  -4.65333  -0.6325
O  0.51519  0.83709  -4.15344  -0.1078
O  -1.51915  1.22335  -4.20371  -0.0908
H  0.64216  2.36461  -6.30240  0.1094
H  0.44603  3.42025  -4.99919  0.1138
H  -1.01732  2.95668  -6.09794  0.1048
Br  1.25342  -1.10374  4.64840  0.5308
C  1.68731  0.77282  4.09504  -0.6191
C  0.42641  1.58187  3.73860  -0.6189
Br  -0.85988  1.39088  5.24651  0.6165
H  2.46785  0.68595  3.34418  0.0329
H  2.12669  1.18713  4.99942  0.0504
H  -0.07548  1.29204  2.81862  0.0127
H  0.74639  2.60690  3.54555  0.0745
C  -3.89735  3.89113  2.49026  -0.0257
C  -3.90248  4.62203  3.79412  -0.2663
C  -2.65388  4.48193  4.63384  -0.1570
O  -2.41325  5.76342  5.12339  0.0905
C  -3.07138  6.67427  4.37302  -0.5963
O  -3.06149  7.86923  4.43838  0.1584
O  -3.79575  6.07312  3.46240  0.0780
H  -4.90086  4.00665  2.07426  0.0908
H  -3.88890  2.80467  2.62436  0.0828
H  -3.06608  4.15968  1.84459  0.0882
H  -4.81994  4.64516  4.38130  0.1619
H  -1.87406  3.99223  4.05014  0.1039
H  -2.96946  3.82877  5.45005  0.1217
C  6.25190  2.13487  -0.43895  -0.0088
C  5.00401  1.33372  -0.06374  -0.2397
C  4.89427  0.85124  1.37440  -0.0953
O  4.58021  2.05251  2.06852  0.0571
C  3.82524  2.80051  1.20305  -0.5950
O  3.03285  3.64741  1.55815  0.1330
O  3.96763  2.38745  -0.01454  0.0608
H  6.37985  3.04446  0.14688  0.0983
H  5.97746  2.57063  -1.40391  0.0901
H  7.14593  1.53012  -0.57351  0.0920
H  4.80629  0.55756  -0.79967  0.1410
H  5.91187  0.58897  1.66709  0.1419
H  4.18944  0.03115  1.50635  0.1344
C  -1.94236  -8.32642  0.55441  0.0009
C  -2.39387  -7.01893  1.24834  -0.3069
C  -1.59374  -6.61660  2.50051  -0.1048
O  -1.28856  -5.27223  2.34038  0.1256
C  -1.47206  -4.91816  1.08468  -0.5244
O  -1.07489  -3.90899  0.58531  0.1369
O  -2.21168  -5.87182  0.44187  0.0763
H  -2.07323  -9.16855  1.23480  0.0913
H  -0.87940  -8.17734  0.36539  0.0901
H  -2.52358  -8.57675  -0.32992  0.0847
H  -3.45316  -6.98102  1.51323  0.1526
H  -0.75124  -7.29519  2.65601  0.1396
H  -2.21887  -6.80856  3.37362  0.1410
O  -2.94526  -0.50191  -2.84858  -0.1520
H  -3.54564  0.29154  -2.87240  0.0360
H  -3.54221  -1.26093  -2.87335  0.1135
O  -1.32378  -2.24352  -1.60895  -0.1486
H  -2.01520  -2.91836  -1.60026  0.1071
H  -0.87257  -2.34063  -0.74301  0.0305
O  -4.83625  1.29055  -3.05363  -0.0263
H  -5.69345  1.56239  -3.39515  0.0888
H  -4.63471  1.92438  -2.35249  0.0522

***

(5)
DFT (wB97M-V/def2-TZVPD) results for a gas-phase ion, C6H6IO (charge +1) at a distorted geometry.

Results
HOMO level ... -13.8 eV
Energy above the lowest of the compared OMol25 structures with the same formula, charge and spin ... 25.5 kJ/mol
HOMO-LUMO gap ... 7.80 eV
Strongest force on any atom ... 5.14 eV Å⁻¹
LUMO energy ... -6.046 eV
Total charge ... +1

Each line ends with the Löwdin charge.
Cartesian coordinates (Å):
C  -0.10158  -1.70422  0.03307  0.0889
C  -1.45484  -1.76822  -0.00730  -0.0138
C  0.26361  -0.33403  0.04225  -0.1597
C  -1.93215  -0.41939  0.02831  -0.6068
C  1.44681  0.34887  0.03424  0.0179
C  1.53699  1.77933  -0.06547  -0.0571
O  -0.98799  0.41872  0.07577  0.0400
I  -4.05622  0.22248  0.02333  0.9506
H  0.49563  -2.43996  -0.20325  0.0960
H  -2.10541  -2.50790  0.25322  0.0952
H  2.47726  -0.08474  0.03478  0.1652
H  0.90935  2.15638  -0.98020  0.1547
H  2.57559  2.13001  -0.06129  0.0983
H  0.93295  2.20268  0.79256  0.1304

***

(6)
DFT (wB97M-V/def2-TZVPD) results for H2O3Si in the gas phase at a distorted geometry.

Results
HOMO level (alpha / beta) ... -11.0 / -10.6 eV
Energy above the lowest of the compared OMol25 structures with the same formula, charge and spin ... 777.9 kJ/mol
HOMO-LUMO gap (alpha / beta) ... 8.60 / 7.33 eV
Strongest force on any atom ... 5.28 eV Å⁻¹
LUMO energy (alpha / beta) ... -2.402 / -3.311 eV

Each line ends with the Löwdin charge.
Cartesian coordinates (Å):
O  1.77667  0.48865  -0.19358  0.0738
O  0.68127  1.08467  -0.01641  -0.1693
O  0.62504  -1.35621  -0.10821  -0.2971
Si  -0.50658  -0.36749  -0.03532  0.4491
H  -1.13576  0.20924  1.35413  0.0042
H  -1.44064  -0.05885  -1.00061  -0.0608